Run P
# C5H5Br

The molecule C5H5Br (ωB97M-V with the def2-TZVPD basis set, the Open Molecules 2025 dataset).

Last column: Mulliken charge in e.
Geometry (Å):
Br -3.0090 0.0615 0.0093  -0.1819
C -1.2167 -0.3167 0.5813  -0.2962
C -0.3091 -1.0102 -0.4288  -0.6621
C -0.0375 0.3913 0.0011  0.4632
C 1.1677 1.1960 0.4450  -0.5076
C 0.3427 1.7062 -0.4526  -0.4004
H -1.4296 -0.4171 1.5975  0.3827
H -0.9626 -1.1418 -1.3759  0.2026
H 0.4576 -1.8529 -0.2180  0.2278
H 1.9601 1.0975 1.1638  0.4017
H 0.0705 2.2820 -1.3246  0.3701

Summary:
structure (SMILES)	Br[C@H]1CC12C=C2
orbital gap	9.92	eV


Run Q
# C5H5Br

The molecule C5H5Br (ωB97M-V with the def2-TZVPD basis set, the Open Molecules 2025 dataset).

Last column: Mulliken charge in e.
Geometry (Å):
C 1.9023 1.1419 -0.0681  -0.6620
C 1.2145 0.0573 0.1004  0.0890
C 0.4823 -1.0274 0.1101  -0.3617
C -0.9720 -1.0034 -0.0952  -0.0452
C -1.6377 0.1596 0.1168  -0.3719
Br -3.5662 0.1855 0.0392  -0.1792
H 1.7413 1.6648 0.8505  0.2546
H 2.4441 1.6782 -0.8946  0.2717
H 0.8167 -2.0400 0.1680  0.3656
H -1.3731 -1.9072 -0.5617  0.3316
H -1.0522 1.0909 0.2346  0.3076

Summary:
structure (SMILES)	C=C=C/C=C/Br
orbital gap	9.13	eV


Energy ordering: run Q at the bottom, the next structure 0.0516 hartree above.


Run P
# C5H6N4

C5H6N4 as an isolated structure (ωB97M-V with the def2-TZVPD basis set, the Open Molecules 2025 dataset).

Last column: Mulliken charge in e.
Geometry (Å):
C -3.0989 -0.5831 -0.1628  -0.1928
C -0.2142 1.2315 0.0358  -0.3290
C 0.9813 0.7572 -0.2420  0.0458
C 2.3825 0.3792 -0.0591  -0.3068
C 0.7712 -0.5637 0.0691  0.3399
H -2.3951 -1.3380 -0.5338  0.2921
H -4.2475 -0.7517 -0.4246  0.2436
H -0.2700 2.4260 -0.1982  0.2543
H 2.7055 0.8678 1.0068  0.1804
H 3.3268 0.6751 -0.6522  0.2881
H 2.2176 -1.8362 0.6997  0.3300
N -2.4741 0.5050 0.0545  -0.6394
N -1.1138 0.3044 0.3757  0.7701
N 1.9355 -1.1012 -0.1417  -0.3736
N -0.5069 -0.9723 0.1728  -0.9026

Summary:
orbital gap	9.26	eV


Run Q
# C5H6N4

The molecule C5H6N4 (ωB97M-V with the def2-TZVPD basis set, the Open Molecules 2025 dataset).

Last column: Mulliken charge in e.
Geometry (Å):
C -0.2543 2.2212 -1.2117  -0.2975
C -0.9727 1.0878 -1.0544  -0.3363
N -0.2649 0.3142 -0.1993  0.1522
C 0.8623 1.0199 0.1659  0.5741
N 0.8057 2.1704 -0.4736  -0.6282
N 1.7334 0.4145 1.0577  -0.1609
N 1.5554 -0.7334 1.5084  -0.4381
C 0.5145 -1.7025 1.0355  -0.3249
C -0.5631 -1.1436 0.1458  -0.4578
H -0.4875 3.1699 -1.7007  0.3934
H -1.7509 0.8813 -1.7149  0.3903
H 0.0670 -2.2094 1.9515  0.3148
H 0.9643 -2.4495 0.3751  0.2471
H -0.6658 -1.7377 -0.7140  0.3537
H -1.5435 -1.3033 0.8286  0.2181

Summary:
structure (SMILES)	c1cn2c(n1)N=NCC2
orbital gap (spin up / spin down)	8.68 / 8.67	eV


Energy ordering: run Q at the bottom, the next structure 0.1615 hartree above.